[1]
This record from the Open Molecules 2025 dataset describes a cluster of 2 separate species, CH7N2O in total at a distorted geometry. The level of theory is ωB97M-V with the def2-TZVPD basis set.

Each line ends with the Löwdin spin population.
Positions of all 11 atoms, in Å:
N -1.493 0.277 0.045  0.152
C -0.514 1.043 0.701  0.532
N 0.662 1.208 0.037  0.219
H -1.214 -0.592 -0.572  0.024
H -2.186 -0.072 0.838  0.007
H -0.582 1.557 1.627  0.044
H 1.522 1.777 0.556  0.002
H 0.680 0.729 -0.925  0.009
H 0.646 -2.518 -0.351  0.002
H 1.685 -1.799 -1.150  0.002
O 0.794 -1.610 -0.806  0.008

Output
LUMO (alpha / beta), eV: 0.63 / 0.56
Multiplicity: 2
HOMO level (alpha / beta), eV: -4.2462 / -8.7486
⟨S²⟩: 0.75
Gap between HOMO and LUMO (alpha / beta), eV: 4.8797 / 9.3049



[2]
This record from the Open Molecules 2025 dataset describes a cluster of 2 separate species, CH7N2O in total at a distorted geometry. The level of theory is ωB97M-V with the def2-TZVPD basis set.

Each line ends with the Mulliken charge.
Positions of all 11 atoms, in Å:
N 0.590 -0.388 0.208  -0.206
C -0.475 -0.639 -0.539  0.343
N -1.031 -1.854 -0.760  -0.328
H 1.077 -1.112 0.682  0.222
H 0.992 0.501 0.313  0.199
H -0.930 0.235 -1.169  0.265
H -1.770 -2.027 -1.461  0.261
H -0.765 -2.708 -0.261  0.245
H 0.725 2.764 0.284  0.299
H 1.112 2.735 1.641  0.312
O 0.474 2.493 1.062  -0.612

Output
Total charge: +1
LUMO, eV: -3.96
HOMO level, eV: -15.9480
Gap between HOMO and LUMO, eV: 11.9899



[3]
This record from the Open Molecules 2025 dataset describes a cluster of 2 separate species, CH7N2O in total at a distorted geometry. The level of theory is ωB97M-V with the def2-TZVPD basis set.

Each line ends with the Mulliken charge.
Positions of all 11 atoms, in Å:
O -1.157 0.108 2.280  -0.644
H -0.591 -0.281 0.258  0.389
H -1.965 0.592 2.058  0.331
H -1.316 -0.211 3.180  0.322
N 0.324 0.065 -0.047  -0.374
C 0.465 -0.165 -1.520  0.017
N 1.598 -0.404 -1.961  -0.442
H 0.381 1.028 0.310  0.368
H 1.063 -0.425 0.470  0.366
H -0.453 0.093 -2.043  0.352
H 1.651 -0.400 -2.986  0.315

Output
Total charge: +1
LUMO, eV: -3.85
HOMO level, eV: -16.1506
Gap between HOMO and LUMO, eV: 12.3037



[4]
This record from the Open Molecules 2025 dataset describes a cluster of 2 separate species, CH7N2O2P in total at a distorted geometry. The level of theory is ωB97M-V with the def2-TZVPD basis set.

Each line ends with the Mulliken charge.
Positions of all 13 atoms, in Å:
C -2.099 -0.224 -0.483  -0.647
N 1.446 -1.287 0.243  -0.610
N 1.191 1.321 0.500  -0.430
O 3.508 0.189 -0.528  -0.584
O -1.877 0.450 0.713  -0.571
P 2.162 0.062 0.101  0.797
H -1.223 -0.712 -0.810  0.282
H -2.376 0.406 -1.225  0.295
H -2.897 -0.887 -0.389  0.300
H -1.344 -0.163 1.386  0.344
H 2.047 -1.948 -0.204  0.264
H 1.064 2.091 -0.019  0.280
H 0.397 0.702 0.715  0.281

Output
LUMO, eV: 0.13
HOMO level, eV: -10.4820
Gap between HOMO and LUMO, eV: 10.6085



[5]
This record from the Open Molecules 2025 dataset describes a structure of composition CH7N2O2Si at a distorted geometry. The level of theory is ωB97M-V with the def2-TZVPD basis set.

Each line ends with the Löwdin spin population.
Positions of all 13 atoms, in Å:
C -0.711 0.359 -0.209  0.450
N 0.382 -0.147 0.233  0.590
N -1.931 -0.182 -0.176  0.477
O 0.198 -1.313 0.888  0.183
O -3.010 0.592 -0.470  0.160
Si 2.557 0.446 -0.177  0.064
H -0.715 1.134 -1.032  0.027
H -2.144 -0.707 0.710  0.025
H 0.969 -1.454 1.461  0.001
H -3.768 -0.115 -0.493  0.000
H 2.776 0.236 -1.724  0.017
H 2.414 1.739 0.196  0.004
H 2.983 -0.589 0.793  0.002

Output
Total charge: +1
LUMO (alpha / beta), eV: -4.52 / -6.94
Multiplicity: 3
HOMO level (alpha / beta), eV: -9.5452 / -14.7724
⟨S²⟩: 2.01
Gap between HOMO and LUMO (alpha / beta), eV: 5.0290 / 7.8325



[6]
This record from the Open Molecules 2025 dataset describes an isolated molecule of CH7N2OP at a distorted geometry. The level of theory is ωB97M-V with the def2-TZVPD basis set.

Each line ends with the Mulliken charge.
Positions of all 12 atoms, in Å:
C 1.904 0.923 0.382  -0.510
N -1.327 -1.484 0.313  -0.726
N -1.965 0.739 -0.615  -0.574
O 0.620 0.672 -0.233  -0.210
P -0.787 0.496 0.563  0.241
H 1.855 0.494 1.445  0.272
H 2.042 2.049 0.515  0.210
H 2.630 0.499 -0.311  0.203
H -2.348 -1.390 0.481  0.262
H -0.881 -2.121 1.007  0.228
H -1.864 -0.061 -1.244  0.360
H -2.051 1.609 -1.028  0.243

Output
LUMO, eV: 1.06
SMILES: COP(N)N
HOMO level, eV: -8.6196
Gap between HOMO and LUMO, eV: 9.6810



[7]
This record from the Open Molecules 2025 dataset describes a cluster of 2 separate species, CH7N2S in total at a distorted geometry. The level of theory is ωB97M-V with the def2-TZVPD basis set.

Each line ends with the Mulliken charge.
Positions of all 11 atoms, in Å:
S 1.749 -0.119 0.679  -0.816
H 2.135 -1.261 1.302  -0.060
N -0.687 -0.007 -1.714  -0.749
C -1.204 0.576 -0.380  -0.535
N -1.701 -0.183 0.731  -0.593
H -0.201 -0.857 -1.441  0.327
H 0.019 0.678 -1.951  0.304
H -1.956 1.354 -0.535  0.334
H -0.305 1.118 -0.061  0.297
H -1.036 -0.857 1.111  0.269
H -2.364 -0.862 0.307  0.223

Output
Total charge: -1
LUMO, eV: 4.54
HOMO level, eV: -2.7895
Gap between HOMO and LUMO, eV: 7.3276



[8]
This record from the Open Molecules 2025 dataset describes a cluster of 2 separate species, CH7N3S in total at a distorted geometry. The level of theory is ωB97M-V with the def2-TZVPD basis set.

Each line ends with the Mulliken charge.
Positions of all 12 atoms, in Å:
C -1.169 -1.432 -1.315  -0.667
N 0.551 1.238 -0.055  -0.264
N 1.179 -0.363 1.407  -0.199
N 0.422 0.150 0.603  -0.001
S 2.030 0.498 2.741  -0.216
H -1.335 -0.381 -1.693  0.116
H -2.241 -1.687 -1.567  0.302
H -0.602 -1.093 -0.604  0.037
H -0.195 1.402 -0.738  0.270
H 0.964 2.044 0.509  0.243
H -0.589 -1.818 -2.228  0.233
H 0.986 1.443 2.939  0.145

Output
LUMO, eV: 0.42
SMILES: N/N=N\S.C
HOMO level, eV: -8.2064
Gap between HOMO and LUMO, eV: 8.6239



One value per record, in order, for ΔE to the lowest compared entry with this formula, charge and spin: 115.37, 103.54, 151.38, 219.77, 0.00, 131.96, 71.25, 450.73 kJ/mol.